A cluster of 6 separate species, C31H43BrF2O15 in total at a distorted geometry, computed with ωB97M-V/def2-TZVPD.

Summary:
frontier orbital gap: 9.34 eV
E_HOMO: -9.56 eV
spin multiplicity: 1
SMILES string: C[C@H](Br)C[C@@]1(F)C(=O)O[C@@H](CC(=O)O)[C@H]1CC(=O)F.O=C1CCCO1.O=C1CCCO1.O=C1CCCO1.O=C1CCCO1.O=C1CCCO1

```
92
Properties=species:S:1:pos:R:3:forces:R:3
C 4.364214 -3.457760 -0.034303 -0.469 0.582 -0.022
C 3.813729 -1.894045 -0.243372 -0.184 -2.299 0.694
Br 5.453658 -0.710788 -0.196471 -1.426 -0.836 -0.134
C 2.885025 -1.527335 1.052779 -0.519 -0.012 0.304
C 1.449583 -0.817126 0.718014 0.630 0.639 0.000
F 1.364285 0.246536 1.784946 -0.559 -2.072 -1.990
C 1.232185 0.036724 -0.660356 1.846 1.596 -3.668
O 2.047198 0.394466 -1.653672 -5.679 -2.386 7.041
O -0.231620 0.357753 -0.627553 2.320 -1.322 -0.773
C -0.979921 -0.460649 0.342716 -0.019 0.043 1.901
C -2.505889 -0.955369 0.004283 0.214 -0.578 -0.676
C -3.178777 -1.435076 1.441563 -5.296 2.964 1.632
O -4.360423 -0.834429 1.753226 7.704 -4.219 -1.746
O -2.597321 -2.453401 2.330410 -0.588 3.013 -1.665
C 0.074997 -1.720672 0.647466 0.654 1.967 0.296
C 0.169297 -2.601982 -0.732673 0.307 -1.446 -0.923
C -0.556173 -4.088936 -0.626833 -5.400 -1.835 3.043
O -1.693155 -4.342077 0.029748 8.337 1.694 -4.910
F 0.120053 -5.224876 -1.348004 -1.783 3.586 2.052
H 5.110425 -3.770662 -0.904422 -1.597 0.765 2.046
H 3.419246 -4.184679 -0.045904 2.029 1.522 0.029
H 4.865772 -3.487921 1.030105 -0.849 -0.169 -2.256
H 3.264259 -1.888149 -1.276994 1.268 0.696 2.021
H 3.463026 -0.801197 1.792053 -1.335 -1.505 -1.804
H 2.634915 -2.499877 1.697530 0.525 1.990 -1.555
H -1.157680 0.316829 1.227316 0.750 -2.095 -1.367
H -2.531122 -1.840010 -0.791734 0.107 1.677 1.963
H -3.192817 -0.105937 -0.460887 1.571 -1.729 1.422
H -1.907904 -2.069911 2.951611 -0.997 -0.329 -1.051
H -0.034057 -2.255221 1.684678 -0.026 0.746 -2.356
H 1.286153 -2.790524 -1.107842 -2.447 0.365 1.045
H -0.361961 -2.048801 -1.643733 1.036 -1.162 2.015
O -0.239507 0.235929 -4.446716 -0.402 1.770 -0.246
C -0.110867 1.447746 -4.502669 0.041 -1.923 -0.104
O -0.983489 2.286135 -5.134985 0.105 -0.883 0.324
C -0.467097 3.615646 -5.095990 -0.232 0.891 -0.259
C 0.496471 3.634291 -3.938359 0.326 0.648 0.407
C 1.037241 2.226822 -3.936050 0.056 0.389 0.481
H 0.025914 3.827041 -6.050672 -0.006 -0.066 0.037
H -1.287226 4.325799 -4.955669 0.053 -0.305 -0.143
H 1.270486 4.400286 -4.034809 -0.163 -0.038 -0.036
H -0.048679 3.819702 -3.004845 0.057 0.034 -0.199
H 1.901557 2.121880 -4.597683 -0.019 -0.183 0.100
H 1.280123 1.892034 -2.924943 0.112 -0.226 -0.535
O -8.963307 -4.581434 4.398745 1.360 1.350 -0.547
C -8.174502 -3.889857 3.776099 -1.601 -1.016 1.089
O -7.583347 -2.762229 4.269231 -0.557 -0.814 0.168
C -6.810329 -2.149607 3.238252 0.557 0.696 -0.076
C -6.522253 -3.249487 2.250226 0.640 -0.086 -0.682
C -7.749038 -4.119486 2.357501 0.434 -0.194 -0.275
H -7.397741 -1.337642 2.796863 0.040 -0.044 0.036
H -5.892820 -1.732661 3.663637 -0.332 -0.044 0.034
H -6.334366 -2.880839 1.238323 0.026 0.029 0.215
H -5.640614 -3.816562 2.572951 -0.090 0.153 -0.070
H -8.545271 -3.784665 1.686888 -0.037 -0.159 0.085
H -7.511485 -5.171310 2.182439 -0.419 0.122 0.032
O -2.685822 6.511712 -3.254346 -0.106 -1.919 0.804
C -2.998929 5.542545 -2.582887 0.314 1.761 -1.349
O -2.594440 4.264233 -2.840758 0.066 0.834 -0.114
C -3.234359 3.376823 -1.924905 -0.094 -0.820 0.134
C -3.627770 4.233499 -0.750063 -0.210 -0.208 0.882
C -3.911040 5.567141 -1.393930 0.021 -0.007 0.545
H -4.101369 2.928251 -2.421133 0.087 0.036 0.003
H -2.540675 2.581851 -1.636044 0.010 0.126 -0.293
H -4.474228 3.830494 -0.187704 0.151 -0.032 -0.094
H -2.779626 4.330984 -0.061469 -0.134 -0.061 -0.091
H -4.946098 5.640789 -1.738957 0.101 0.154 -0.010
H -3.665330 6.395574 -0.725546 -0.213 0.079 -0.377
O 5.321459 -0.147453 -3.384068 1.849 1.014 0.276
C 6.284488 0.600575 -3.349327 -2.084 -1.312 0.076
O 7.201014 0.629069 -2.337715 -0.399 -0.281 -0.416
C 8.122612 1.693113 -2.570624 0.554 0.295 0.353
C 8.047716 1.967556 -4.049810 0.588 0.443 -0.597
C 6.610699 1.645328 -4.373166 0.331 0.109 -0.427
H 7.817068 2.557312 -1.971486 0.008 -0.064 -0.024
H 9.126314 1.385560 -2.263029 -0.280 -0.077 0.128
H 8.337304 2.988226 -4.313480 0.024 -0.142 0.098
H 8.708861 1.278213 -4.588982 -0.068 0.134 0.105
H 5.956492 2.508752 -4.223749 -0.078 -0.142 -0.076
H 6.506288 1.250585 -5.386422 -0.354 0.097 0.235
O 0.425681 -2.216115 4.050130 0.929 1.027 0.569
C 0.961251 -1.539220 4.912196 -0.341 -0.956 -1.055
O 2.218645 -1.016949 4.810297 -0.977 -0.625 -0.498
C 2.561418 -0.378199 6.039233 0.650 0.397 0.420
C 1.246979 -0.065289 6.705008 -0.229 0.624 0.649
C 0.365485 -1.198589 6.244563 -0.247 0.390 0.201
H 3.174019 -1.066064 6.631455 -0.042 0.036 -0.081
H 3.141105 0.526781 5.835285 -0.015 -0.297 -0.176
H 1.323704 0.015346 7.792556 0.063 0.015 -0.177
H 0.853986 0.884434 6.322131 0.101 -0.134 0.088
H 0.442873 -2.067887 6.903460 -0.139 -0.021 -0.140
H -0.674830 -0.881412 6.141827 0.088 -0.420 -0.015
```
Forces are in eV/Å.

=====

An isolated molecule of C3H4ClNO2S at a distorted geometry, computed with ωB97M-V/def2-TZVPD.

Summary:
frontier orbital gap (alpha / beta): 6.88 / 8.44 eV
⟨S²⟩: 2.008
E_HOMO (alpha / beta): -6.39 / -10.39 eV
spin multiplicity: 3
relative energy (zero: lowest compared OMol25 entry of this formula, charge and spin): 1.221 eV

```
12
Properties=species:S:1:pos:R:3:forces:R:3
C -1.262184 -1.689839 0.571931 3.183 1.028 0.149
C -0.639189 -0.254273 0.111352 -2.662 -1.732 -2.581
C 1.495163 1.272802 0.117243 -2.093 -2.193 2.745
N 0.629255 0.230910 0.587277 2.584 -0.309 1.665
O -1.128900 -2.286782 1.587384 -0.273 0.693 0.050
O 0.172729 1.938401 -2.036968 -0.224 -0.017 0.521
S 1.487754 2.123086 -1.322100 0.171 1.208 -3.278
Cl -1.939066 -2.442150 -0.826385 -1.025 -0.518 -0.629
H -0.811841 -0.365098 -1.051379 1.616 0.447 2.049
H -1.599501 0.293192 0.239597 0.858 1.029 0.810
H 2.443924 1.420106 0.606233 -0.059 -0.310 0.518
H 1.151855 -0.240355 1.415814 -2.077 0.675 -2.019
```
Forces are in eV/Å.

=====

Question: The highest spin multiplicity belongs to which entry?
Answer: C3H4ClNO2S